Record 1
109
Properties=species:S:1:pos:R:3:mulliken_charge:R:1 method="wB97M-V/def2-TZVPD" s_squared=6.06 total_energy_ha=-6676.54849 gap_ev="9.12 / 6.06" spin_multiplicity=5 charge=+2
Pd -0.452 0.746 -0.802 0.941
C -2.570 0.314 1.417 -0.757
N -1.102 0.399 1.334 1.010
C -0.609 1.486 2.200 -1.317
C -0.518 -0.894 1.726 -1.300
C 0.938 -0.988 1.350 -1.143
N 1.158 -0.703 -0.082 1.731
C 2.511 -0.127 -0.306 -1.556
C 2.741 1.185 0.389 0.881
C 3.686 1.321 1.355 -0.267
C 3.944 2.585 1.950 -0.850
C 3.106 3.670 1.597 -0.662
C 2.115 3.610 0.653 0.315
C 1.984 2.347 -0.067 0.113
O 1.285 2.215 -1.105 -0.760
C 1.283 4.859 0.346 2.045
C 0.911 5.580 1.654 -1.771
C -0.028 4.562 -0.398 -1.737
C 2.142 5.790 -0.527 -1.765
C 5.069 2.802 2.943 1.707
C 4.460 3.200 4.300 -1.521
C 5.931 1.552 3.129 -2.072
C 5.965 3.947 2.427 -1.523
C 1.058 -1.923 -0.926 -1.989
C -0.164 -2.778 -0.728 0.962
C -0.017 -4.053 -0.274 -0.478
C -1.121 -4.933 -0.179 -0.834
C -2.380 -4.455 -0.590 -0.210
C -2.616 -3.192 -1.082 -0.382
C -1.473 -2.286 -1.124 0.070
O -1.588 -1.085 -1.494 -0.206
C -4.044 -2.854 -1.543 1.904
C -5.031 -3.143 -0.398 -1.699
C -4.267 -1.405 -1.987 -1.709
C -4.367 -3.766 -2.744 -1.637
C -0.985 -6.355 0.338 1.752
C -1.538 -7.335 -0.711 -1.577
C -1.808 -6.475 1.635 -1.516
C 0.468 -6.724 0.638 -2.075
H -2.885 0.038 2.427 0.365
H -2.932 -0.433 0.712 0.016
H -3.005 1.280 1.167 0.112
H -0.804 1.258 3.252 0.255
H -1.122 2.411 1.943 0.351
H 0.461 1.635 2.064 0.312
H -1.093 -1.675 1.241 0.443
H -0.626 -1.043 2.807 0.479
H 1.315 -1.981 1.615 0.349
H 1.511 -0.265 1.924 0.603
H 2.629 0.005 -1.382 0.523
H 3.264 -0.848 0.027 0.408
H 4.268 0.458 1.652 0.622
H 3.272 4.610 2.106 0.530
H 0.395 4.911 2.349 0.324
H 0.243 6.412 1.426 0.469
H 1.774 6.002 2.168 0.465
H -0.597 3.763 0.082 -0.051
H 0.142 4.282 -1.436 0.286
H -0.645 5.464 -0.378 0.549
H 3.058 6.083 -0.009 0.356
H 1.581 6.697 -0.764 0.475
H 2.420 5.304 -1.465 0.339
H 3.847 2.393 4.709 0.364
H 3.842 4.098 4.225 0.332
H 5.265 3.407 5.008 0.452
H 5.371 0.732 3.586 0.399
H 6.761 1.789 3.797 0.438
H 6.360 1.207 2.185 0.429
H 5.435 4.900 2.385 0.323
H 6.356 3.726 1.431 0.357
H 6.813 4.069 3.104 0.480
H 1.933 -2.551 -0.733 0.468
H 1.117 -1.594 -1.962 0.437
H 0.972 -4.402 -0.004 0.688
H -3.218 -5.137 -0.527 0.538
H -4.766 -2.581 0.503 0.298
H -5.080 -4.201 -0.134 0.358
H -6.034 -2.838 -0.703 0.494
H -4.081 -0.692 -1.182 0.228
H -5.311 -1.302 -2.288 0.516
H -3.639 -1.126 -2.833 0.211
H -4.329 -4.824 -2.477 0.325
H -3.663 -3.597 -3.563 0.356
H -5.373 -3.545 -3.109 0.466
H -2.604 -7.189 -0.896 0.336
H -1.403 -8.357 -0.352 0.474
H -1.008 -7.237 -1.662 0.371
H -2.863 -6.245 1.472 0.333
H -1.425 -5.803 2.408 0.346
H -1.742 -7.498 2.012 0.456
H 1.101 -6.647 -0.250 0.427
H 0.510 -7.758 0.980 0.435
H 0.894 -6.103 1.431 0.394
C -1.427 -0.038 -5.030 -1.076
Se 0.055 0.392 -3.853 0.347
C -0.113 2.338 -3.878 -0.501
C -1.495 2.866 -3.539 -1.024
Se -2.400 1.914 -2.068 0.420
C -3.255 3.468 -1.276 -1.178
H -1.203 0.346 -6.021 0.406
H -2.358 0.375 -4.652 0.293
H -1.501 -1.122 -5.067 0.377
H 0.182 2.697 -4.862 0.684
H 0.621 2.668 -3.153 -0.242
H -2.177 2.808 -4.381 0.605
H -1.422 3.910 -3.234 0.606
H -2.600 4.331 -1.344 0.322
H -3.462 3.243 -0.234 0.304
H -4.186 3.645 -1.805 0.431

***

Record 2
122
Properties=species:S:1:pos:R:3:mulliken_charge:R:1 method="wB97M-V/def2-TZVPD" total_energy_ha=-3190.94528 gap_ev=9.38 charge=0
C -21.840 -3.728 31.961 -0.526
C -21.899 -3.203 33.390 -0.464
O -21.474 -4.216 34.268 -0.378
C -20.769 -5.065 33.498 -0.393
O -20.160 -6.004 33.928 -0.730
O -20.901 -4.829 32.199 0.337
H -21.382 -2.967 31.340 0.551
H -22.799 -4.184 31.726 0.189
H -22.878 -2.785 33.626 0.470
H -21.192 -2.372 33.492 0.154
C -17.915 1.131 32.088 -0.376
C -17.081 -0.070 31.627 -0.212
O -17.876 -1.213 31.689 0.375
C -19.079 -0.889 32.220 -0.318
O -19.929 -1.708 32.442 -0.321
O -19.179 0.444 32.250 -0.354
H -18.021 1.845 31.276 0.303
H -17.425 1.586 32.944 0.275
H -16.277 -0.205 32.355 0.149
H -16.707 0.009 30.610 0.097
C -18.204 -8.213 29.984 2.556
C -17.385 -8.210 28.653 0.695
O -16.775 -9.474 28.687 -0.432
C -17.067 -10.169 29.788 0.437
O -16.665 -11.269 30.008 -0.579
O -18.144 -9.592 30.391 -0.487
H -19.237 -7.937 29.784 -1.366
H -17.775 -7.539 30.718 -0.818
H -16.695 -7.374 28.705 -0.122
H -18.115 -8.119 27.850 0.067
C -17.968 -8.609 35.247 -0.672
C -19.006 -8.428 34.165 -0.417
O -18.295 -7.751 33.153 0.802
C -16.979 -7.926 33.322 0.179
O -16.119 -7.435 32.651 -0.514
O -16.755 -8.522 34.513 -0.423
H -18.133 -9.603 35.655 0.361
H -18.095 -7.797 35.964 0.220
H -19.911 -7.953 34.543 0.242
H -19.362 -9.417 33.862 0.437
C -21.694 -7.749 29.887 -1.788
C -21.202 -8.369 31.180 1.498
C -22.217 -8.260 32.300 -0.235
C -21.751 -8.713 33.621 0.183
N -21.466 -9.100 34.663 -0.628
H -22.585 -8.336 29.635 0.582
H -21.015 -7.817 29.040 0.425
H -22.006 -6.704 29.966 0.075
H -20.219 -7.932 31.365 -1.357
H -21.112 -9.413 30.869 0.792
H -23.139 -8.755 31.993 0.699
H -22.488 -7.204 32.389 -0.085
C -17.010 -1.858 27.664 -0.375
C -18.322 -1.050 27.579 0.677
C -18.215 0.479 27.484 -0.732
C -17.349 1.270 28.380 0.298
N -16.745 1.883 29.144 -0.616
H -17.056 -2.829 27.175 -0.193
H -16.693 -2.056 28.687 -0.226
H -16.221 -1.303 27.153 0.712
H -18.922 -1.210 28.480 -0.402
H -18.907 -1.348 26.711 0.292
H -19.167 1.006 27.547 0.390
H -17.796 0.579 26.478 0.410
C -18.179 -6.749 23.972 -1.270
C -17.487 -5.956 25.116 -0.645
C -18.503 -5.209 25.969 1.332
C -19.690 -5.863 26.462 0.090
N -20.519 -6.355 27.085 -0.444
H -18.557 -7.644 24.465 0.339
H -17.478 -7.015 23.182 0.374
H -19.004 -6.238 23.473 0.310
H -16.788 -5.229 24.710 0.487
H -17.026 -6.726 25.735 0.161
H -18.862 -4.362 25.368 0.700
H -18.018 -4.673 26.784 -1.317
C -18.535 -3.600 35.114 0.599
C -18.539 -2.830 36.468 -0.866
C -19.807 -1.977 36.708 -0.380
C -19.935 -0.775 35.924 0.340
N -20.044 0.234 35.385 -0.495
H -18.238 -2.850 34.374 -0.229
H -19.529 -3.954 34.844 -0.405
H -17.774 -4.373 35.007 0.385
H -17.627 -2.240 36.554 0.343
H -18.562 -3.539 37.298 0.394
H -19.954 -1.783 37.772 0.455
H -20.627 -2.687 36.562 0.134
C -23.199 -4.485 28.593 -0.790
C -22.659 -3.147 28.161 0.071
C -21.697 -3.193 26.946 -0.083
C -20.947 -1.944 26.791 0.187
N -20.312 -0.987 26.745 -0.509
H -22.816 -5.264 27.929 0.324
H -24.287 -4.556 28.554 0.471
H -22.946 -4.760 29.615 -0.295
H -22.168 -2.709 29.036 -0.008
H -23.416 -2.377 28.000 0.655
H -22.316 -3.321 26.057 0.585
H -20.940 -3.972 27.045 -0.570
C -14.206 -2.723 31.588 -1.550
C -15.190 -3.835 31.284 0.382
C -14.923 -4.777 30.083 1.438
C -14.544 -4.196 28.827 -0.036
N -14.227 -3.765 27.810 -0.686
H -14.548 -2.156 32.455 0.362
H -14.107 -2.012 30.767 0.309
H -13.222 -3.128 31.837 0.413
H -16.042 -3.197 31.023 -0.486
H -15.473 -4.392 32.176 0.469
H -15.859 -5.291 29.850 -1.098
H -14.275 -5.619 30.338 0.654
C -20.208 -4.172 29.558 0.170
S -18.425 -4.384 29.892 0.315
O -18.046 -5.438 28.897 -0.204
C -18.576 -5.081 31.557 1.320
H -20.469 -3.461 28.778 -0.426
H -20.661 -3.848 30.498 -0.055
H -20.621 -5.160 29.348 -0.034
H -19.427 -5.765 31.576 -0.598
H -18.796 -4.278 32.263 0.213
H -17.675 -5.593 31.891 -0.687